No. 1
C7H9F3IO7S | ωB97M-V/def2-TZVPD

Geometry as ORCA input:
```
! wB97M-V def2-TZVPD RIJCOSX def2/J DEFGRID3
* xyz -1 1
C -3.207 1.830 1.853
C -1.668 1.824 2.042
O -1.139 3.000 1.444
C -1.132 0.580 1.383
C 0.403 0.510 1.257
O 1.114 1.366 2.132
C 1.950 0.735 2.921
O 2.596 1.187 3.731
O 1.947 -0.605 2.638
C 0.907 -0.867 1.742
I 1.902 -1.783 0.008
H -3.709 2.313 2.684
H -3.469 2.400 0.973
H -3.561 0.813 1.744
H -1.506 1.830 3.117
H -1.669 3.725 1.787
H -1.506 -0.264 1.949
H -1.573 0.493 0.396
H 0.590 0.665 0.214
H 0.164 -1.556 2.099
C 1.359 -1.668 -5.087
F 1.153 -0.473 -4.494
F 0.228 -1.979 -5.752
F 2.325 -1.489 -6.011
S 1.814 -2.971 -3.862
O 0.670 -3.007 -2.976
O 3.027 -2.457 -3.257
O 1.991 -4.151 -4.676
*
```

Values from the calculation:
HOMO, eV: -5.85
LUMO level, eV: 2.267

No. 2
CH3IS3 | ωB97M-V/def2-TZVPD

Geometry as ORCA input:
```
! wB97M-V def2-TZVPD RIJCOSX def2/J DEFGRID3
* xyz 0 1
C -0.921 -0.452 -0.639
S 0.782 0.073 -1.021
S 1.940 -1.264 -0.214
S 1.017 0.930 2.701
I 0.540 2.386 0.996
H -0.943 -0.297 0.524
H -0.783 -1.469 -1.057
H -1.631 0.093 -1.290
*
```

Values from the calculation:
HOMO (spin up / spin down), eV: -8.28 / -8.28
Energy relative to the best compared isomer or geometry (same formula, charge and spin), kJ/mol: 217.70
LUMO level (spin up / spin down), eV: -2.791 / -2.790

No. 3
C5H12N2O | ωB97M-V/def2-TZVPD

Geometry as ORCA input:
```
! wB97M-V def2-TZVPD RIJCOSX def2/J DEFGRID3
* xyz 0 1
C 0.787 -1.805 -0.669
C 1.611 1.015 1.138
C 0.824 0.589 -0.092
N 0.551 1.710 -0.909
N 1.324 -0.491 -0.686
H 1.300 2.374 -1.039
H 0.087 1.433 -1.766
H 1.647 -2.488 -0.693
H 0.356 -2.024 -1.653
H 0.263 -2.077 0.251
H 2.507 1.559 0.831
H 1.026 1.709 1.738
H 1.949 0.155 1.707
C -1.975 -0.512 0.863
C -1.798 0.220 -0.442
O -1.427 -0.166 -1.586
H -2.760 0.761 -0.594
H -1.319 -0.119 1.637
H -1.984 -1.593 0.740
H -2.971 -0.249 1.223
*
```

Values from the calculation:
HOMO (spin up / spin down), eV: -7.40 / -7.41
Energy relative to the best compared isomer or geometry (same formula, charge and spin), kJ/mol: 551.58
LUMO level (spin up / spin down), eV: -0.052 / -0.052

No. 4
C14H50N14O11 | ωB97M-V/def2-TZVPD

Geometry as ORCA input:
```
! wB97M-V def2-TZVPD RIJCOSX def2/J DEFGRID3
* xyz 0 1
C 0.854 -1.553 3.500
C 2.167 -1.722 2.731
O 3.058 -0.646 3.080
H 0.145 -2.364 3.313
H 0.471 -0.602 3.160
H 0.925 -1.450 4.563
H 2.068 -1.741 1.676
H 2.593 -2.710 3.017
H 3.891 -1.072 3.410
C 1.507 2.318 4.983
C 0.701 1.969 3.741
O 1.467 1.618 2.605
H 0.873 2.350 5.886
H 1.902 3.291 4.984
H 2.352 1.661 5.064
H 0.176 2.861 3.432
H -0.121 1.274 3.954
H 2.098 0.878 2.773
C 1.464 4.021 -1.949
C 0.704 2.977 -1.101
O -0.348 2.478 -1.843
H 0.769 4.785 -2.213
H 1.916 3.636 -2.822
H 2.289 4.526 -1.442
H 0.343 3.491 -0.230
H 1.356 2.176 -0.801
H -0.853 1.891 -1.254
C 0.979 -3.245 -0.563
O 0.364 -2.880 -1.720
N 2.232 -3.563 -0.467
N 0.285 -3.498 0.562
H 2.847 -3.266 -1.212
H 2.677 -3.841 0.435
H -0.664 -3.108 0.499
H 0.577 -3.943 1.473
C 3.707 -1.148 -2.146
O 3.228 -2.353 -2.608
N 4.919 -0.664 -2.476
N 3.037 -0.333 -1.388
H 5.535 -1.325 -2.990
H 5.300 0.231 -2.489
H 2.097 -0.661 -1.018
H 3.486 0.459 -0.940
C -0.498 0.099 0.305
O 0.767 -0.388 0.000
N -1.555 -0.142 -0.387
N -0.737 0.864 1.306
H -1.275 -0.460 -1.367
H -2.529 0.182 -0.348
H 0.074 1.116 1.867
H -1.407 1.629 1.135
C 1.826 0.690 -4.487
O 2.960 -0.121 -4.813
N 1.425 0.888 -3.257
N 1.141 1.335 -5.334
H 2.055 0.467 -2.481
H 0.897 1.717 -2.943
H 1.665 1.241 -6.222
H 0.592 2.197 -5.134
C -2.053 -0.611 -3.158
O -2.430 0.645 -3.677
N -2.906 -1.495 -2.701
N -0.806 -0.908 -2.973
H -3.960 -1.227 -2.737
H -2.607 -2.419 -2.213
H -0.120 -0.199 -3.353
H -0.291 -1.751 -2.635
C -2.664 -3.718 -0.085
O -3.417 -4.805 0.393
N -2.192 -3.706 -1.284
N -2.301 -2.667 0.630
H -2.224 -4.670 -1.672
H -1.347 -3.160 -1.423
H -2.057 -1.687 0.296
H -2.621 -2.728 1.594
C -4.132 0.050 1.421
O -4.041 0.654 0.177
N -5.361 -0.313 1.812
N -3.099 -0.150 2.197
H -6.087 -0.318 1.074
H -5.518 -0.917 2.661
H -2.193 0.202 1.882
H -3.134 -0.681 3.084
C -2.106 4.243 1.542
O -2.174 3.051 0.882
H -1.930 4.007 2.615
H -3.020 4.797 1.431
H -1.258 4.703 1.075
H -2.726 3.259 0.136
*
```

Values from the calculation:
HOMO, eV: -8.15
Energy relative to the best compared isomer or geometry (same formula, charge and spin), kJ/mol: 109.86
LUMO level, eV: -0.062

Copy entry 3 word for word.
C5H12N2O | ωB97M-V/def2-TZVPD

Geometry as ORCA input:
```
! wB97M-V def2-TZVPD RIJCOSX def2/J DEFGRID3
* xyz 0 1
C 0.787 -1.805 -0.669
C 1.611 1.015 1.138
C 0.824 0.589 -0.092
N 0.551 1.710 -0.909
N 1.324 -0.491 -0.686
H 1.300 2.374 -1.039
H 0.087 1.433 -1.766
H 1.647 -2.488 -0.693
H 0.356 -2.024 -1.653
H 0.263 -2.077 0.251
H 2.507 1.559 0.831
H 1.026 1.709 1.738
H 1.949 0.155 1.707
C -1.975 -0.512 0.863
C -1.798 0.220 -0.442
O -1.427 -0.166 -1.586
H -2.760 0.761 -0.594
H -1.319 -0.119 1.637
H -1.984 -1.593 0.740
H -2.971 -0.249 1.223
*
```

Values from the calculation:
HOMO (spin up / spin down), eV: -7.40 / -7.41
Energy relative to the best compared isomer or geometry (same formula, charge and spin), kJ/mol: 551.58
LUMO level (spin up / spin down), eV: -0.052 / -0.052